# C3H7N2OS

2 unconnected molecules or ions with the total composition C3H7N2OS at a distorted geometry (ωB97M-V/def2-TZVPD, OMol25).

Geometry as XYZ:
```
14
Properties=species:S:1:pos:R:3:forces:R:3
C -2.088 -1.449 0.277 -1.52 -1.50 0.41
C 2.641 0.338 0.670 -1.57 1.13 -0.61
C -2.138 -0.151 0.160 1.76 2.09 0.32
N 0.489 0.453 -0.614 2.98 -0.88 0.08
N 3.485 0.049 -0.222 3.08 0.16 0.14
O -3.070 0.803 0.021 -1.97 -1.23 -0.27
S -0.695 1.072 0.116 -0.83 -1.35 0.41
H -1.100 -1.917 0.198 -0.55 0.02 0.28
H -3.065 -2.069 0.472 2.15 1.18 -0.67
H 2.682 0.943 1.634 0.62 -1.16 -1.25
H 4.554 0.147 -0.217 -1.57 0.46 1.18
H 3.376 -0.347 -1.148 -1.77 -0.33 -0.04
H -3.758 0.361 -0.505 -0.50 0.67 0.22
H -1.313 1.766 -0.842 -0.33 0.72 -0.20
```
Positions in Å, forces in eV/Å.

Its strongest force on any atom is 3.11 eV/A. For the energy relative to the best compared isomer or geometry (same formula, charge and spin), the calculation gives 198.3 kcal per mole. For the electronic energy, the calculation gives -19072.70006 eV. As for the frontier orbital gap (spin up / spin down): 0.2651 / 0.2916 Eh. The charge is +1. The HOMO energy (spin up / spin down) is -0.4731 / -0.4724 hartree.

These are the Mulliken partial charges, in e, on atoms 1 to 5: atom 1 (C): -0.647, atom 2 (C): 0.085, atom 3 (C): 0.483, atom 4 (N): -0.400, atom 5 (N): -0.252